1.
{"formula": "C4H10BN", "method": "wB97M-V/def2-TZVPD", "symbols": ["H", "B", "C", "C", "C", "C", "N", "H", "H", "H", "H", "H", "H", "H", "H", "H"], "positions_angstrom": [[0.92813, 2.57953, -0.71354], [1.03259, 1.54724, -0.09636], [0.99720, 0.14729, 0.04717], [2.45043, -0.47583, 0.16760], [-0.28834, -0.70143, 0.38043], [-1.53510, -0.35992, -0.45298], [-2.45218, 0.57986, 0.08882], [2.44600, -1.11770, 1.01935], [3.17980, 0.44851, 0.35652], [2.83422, -0.75463, -0.81381], [-0.58492, -0.63053, 1.38533], [0.00518, -1.72943, 0.20716], [-1.01368, -0.04388, -1.46466], [-2.23647, -1.26449, -0.14219], [-2.39225, 1.52293, 0.04851], [-3.37061, 0.25248, -0.01735]], "e_tot_ha": -237.85142, "smiles": "[H]/B=C(/C)CCN", "e_above_lowest_ev": 4.859, "total_charge": 0, "lumo_ev": 0.48}



2.
{"formula": "C4H10BN", "method": "wB97M-V/def2-TZVPD", "symbols": ["B", "C", "C", "C", "C", "N", "H", "H", "H", "H", "H", "H", "H", "H", "H", "H"], "positions_angstrom": [[0.11000, 1.58633, 0.86963], [-0.14335, 0.17831, 1.55587], [-0.76341, -0.71620, 0.48924], [-0.39531, -0.38036, -0.91169], [0.97563, -0.89459, -1.38021], [0.07205, 1.64517, -0.45509], [0.46857, 2.52554, 1.67409], [0.59604, -0.49818, 1.96190], [-0.80177, 0.21140, 2.39008], [-0.36758, -1.76154, 0.49383], [-1.97644, -0.86208, 0.57883], [-1.21365, -0.06621, -1.55634], [0.77252, -1.93021, -1.73565], [1.45613, -0.82278, -0.44421], [1.34206, -0.39401, -2.19848], [-0.13150, 2.17940, -1.33181]], "e_tot_ha": -237.92564, "e_above_lowest_ev": 2.839, "total_charge": 0, "lumo_ev": 0.87}



3.
{"formula": "C4H10BNO", "method": "wB97M-V/def2-TZVPD", "symbols": ["C", "N", "B", "O", "C", "C", "C", "H", "H", "H", "H", "H", "H", "H", "H", "H", "H"], "positions_angstrom": [[2.63973, -0.64714, -0.37809], [1.26315, -0.64499, -0.33182], [0.49277, 0.39971, 0.22188], [1.03272, 1.40898, 0.92389], [-0.94436, 0.39546, -0.33103], [-1.88560, -0.70091, 0.06265], [-2.18116, 0.73243, 0.49519], [3.01936, 0.18830, 0.27078], [2.86802, -1.54301, 0.08404], [3.11037, -0.59949, -1.36441], [0.91398, -1.18824, -1.11178], [0.29622, 1.95106, 1.19001], [-1.10134, 0.61908, -1.33147], [-1.71902, -1.57995, 0.71593], [-2.58914, -0.94966, -0.77926], [-3.11928, 1.21596, 0.10654], [-2.09641, 0.94241, 1.55693]], "e_tot_ha": -313.28471, "smiles": "CNB(O)C1CC1", "e_above_lowest_ev": 0.287, "total_charge": 0, "lumo_ev": 0.72}



4.
{"formula": "C4H10BaO4", "method": "wB97M-V/def2-TZVPD", "symbols": ["Ba", "C", "O", "H", "H", "H", "H", "C", "O", "C", "O", "O", "C", "H", "H", "H", "H", "H", "H"], "positions_angstrom": [[16.22163, 12.40504, 13.77328], [18.07392, 14.10107, 11.07711], [16.82216, 13.58386, 11.45351], [18.17072, 13.94617, 10.00253], [18.18434, 15.15554, 11.33011], [18.81399, 13.47700, 11.57805], [16.24398, 13.62219, 10.68811], [19.17098, 14.69819, 16.98327], [19.94868, 13.54157, 16.53262], [19.64937, 12.88907, 15.35133], [18.57631, 13.02974, 14.70591], [20.73187, 12.26514, 14.96049], [20.88487, 11.80404, 13.57798], [18.27989, 14.28950, 17.45975], [18.83256, 15.39750, 16.21873], [19.91336, 15.24636, 17.56334], [21.70541, 12.31803, 13.07736], [20.08144, 12.04356, 12.88141], [20.94353, 10.71841, 13.65587]], "e_tot_ha": -483.65832, "total_charge": 3, "multiplicity": 2, "lumo_ev": [-11.27, -17.47]}



5.
{"formula": "C4H10BrPS", "method": "wB97M-V/def2-TZVPD", "symbols": ["C", "C", "C", "C", "S", "P", "Br", "H", "H", "H", "H", "H", "H", "H", "H", "H", "H"], "positions_angstrom": [[-0.48411, 0.03416, 2.64930], [-0.53500, -0.46314, 1.22565], [0.11624, 0.36961, 0.16542], [0.15672, -0.17770, -1.29687], [0.98912, -1.83328, -1.11764], [1.35381, 0.83075, -2.60543], [0.60821, 2.88881, -2.42884], [0.41552, -0.15086, 3.11770], [-0.57606, 1.06156, 2.55561], [-1.25398, -0.40130, 3.23368], [-1.57273, -0.63136, 0.72143], [-0.05258, -1.40106, 1.01361], [1.09333, 0.70423, 0.62843], [-0.42592, 1.32194, -0.07594], [-0.71257, -0.20041, -1.91077], [0.35034, -2.22021, -2.27473], [0.52968, 0.26826, -3.60061]], "e_tot_ha": -3471.91532, "smiles": "CCC[C@H](S)PBr", "e_above_lowest_ev": 1.653, "total_charge": 0, "lumo_ev": 0.51}



6.
{"formula": "C4H10Cl2NP", "method": "wB97M-V/def2-TZVPD", "symbols": ["C", "C", "C", "C", "N", "P", "Cl", "Cl", "H", "H", "H", "H", "H", "H", "H", "H", "H", "H"], "positions_angstrom": [[-0.45022, 0.06124, -1.31492], [0.05125, -1.87953, 0.38542], [-0.72755, -0.53117, 0.11253], [-0.26899, 0.55311, 1.06622], [-2.25985, 1.81966, 1.92028], [0.43452, 2.29482, 1.13367], [-3.39001, 0.56897, 2.00642], [-1.64315, 2.19921, 3.48533], [0.45197, 0.60830, -1.19593], [-0.44272, -0.70440, -2.10453], [-1.29413, 0.83858, -1.56701], [-0.43596, -2.74713, 0.09552], [0.90074, -1.80425, -0.25449], [0.30832, -1.99225, 1.39612], [-1.77697, -0.69278, 0.41748], [-0.06204, 0.15116, 2.09256], [1.20326, 2.37474, 0.09658], [1.55219, 2.03387, 1.98678]], "e_tot_ha": -1474.67173, "e_above_lowest_ev": 7.351, "total_charge": 0, "lumo_ev": [-0.17, -0.99]}



7.
{"formula": "C4H10Cl2O2Si", "method": "wB97M-V/def2-TZVPD", "symbols": ["C", "C", "O", "Si", "Cl", "Cl", "O", "C", "C", "H", "H", "H", "H", "H", "H", "H", "H", "H", "H"], "positions_angstrom": [[-3.78746, 0.60373, 0.09258], [-2.45429, -0.14944, -0.02232], [-1.41887, 0.77981, -0.16037], [0.06203, 0.17300, -0.68442], [-0.32107, -1.81043, -1.07862], [0.89933, 0.96474, -2.45808], [1.20898, 0.15469, 0.52658], [2.40393, -0.54563, 0.18376], [3.63528, 0.12603, 0.77870], [-3.86994, 1.35624, -0.70395], [-3.74146, 1.16229, 1.02124], [-4.69596, -0.01040, 0.05957], [-2.43680, -0.84240, -0.87875], [-2.16777, -0.76261, 0.84938], [2.56123, -0.56638, -0.91227], [2.36842, -1.55255, 0.55836], [4.55724, -0.46406, 0.73117], [3.77656, 1.06010, 0.28151], [3.42063, 0.32328, 1.81594]], "e_tot_ha": -1518.93631, "smiles": "CCO[Si](Cl)(Cl)OCC", "e_above_lowest_ev": 0.000, "total_charge": 0, "lumo_ev": 0.61}



8.
{"formula": "C4H10ClN", "method": "wB97M-V/def2-TZVPD", "symbols": ["C", "C", "Cl", "C", "C", "N", "H", "H", "H", "H", "H", "H", "H", "H", "H", "H"], "positions_angstrom": [[-0.87844, -0.50211, 2.05506], [-0.68330, 0.17598, 0.66531], [-1.25794, 1.89492, 0.80558], [0.74509, 0.11385, 0.15460], [0.95801, -0.18740, -1.32347], [-0.13805, 0.29333, -2.13319], [-0.72284, -1.49298, 1.84472], [-0.07908, -0.25073, 2.79095], [-1.85686, -0.29857, 2.53517], [-1.35037, -0.23480, -0.11575], [1.02999, 1.12389, 0.23812], [1.49683, -0.42483, 0.80802], [0.94325, -1.32205, -1.46819], [1.93942, -0.04781, -1.65639], [-0.17086, 1.30719, -2.17602], [0.02514, -0.14787, -3.02451]], "e_tot_ha": -673.32717, "smiles": "C[C@@H](Cl)CCN", "e_above_lowest_ev": 0.878, "total_charge": 0, "lumo_ev": 1.01}



9.
{"formula": "C4H10ClN2", "method": "wB97M-V/def2-TZVPD", "symbols": ["C", "N", "C", "Cl", "C", "C", "N", "H", "H", "H", "H", "H", "H", "H", "H", "H", "H"], "positions_angstrom": [[1.93462, -2.01832, 0.10462], [0.96864, -1.04190, -0.32943], [1.13134, 0.21204, -0.52924], [2.58387, 1.00804, -0.44037], [-0.43766, 1.15244, -0.59954], [-0.73836, 1.57301, 0.80951], [-1.32819, 0.20983, -1.13875], [2.13371, -2.74591, -0.68228], [1.53143, -2.54790, 0.96817], [2.86474, -1.52859, 0.38588], [-0.00367, -1.35152, -0.47069], [-0.16536, 1.97936, -1.25524], [0.07349, 2.15402, 1.23423], [-0.94413, 0.71460, 1.44240], [-1.62545, 2.20669, 0.78828], [-2.20387, 0.10484, -0.64553], [-1.46131, 0.26134, -2.13687]], "e_tot_ha": -727.84893, "smiles": "C/[NH+]=C(\\Cl)[C@H](C)N", "e_above_lowest_ev": 0.560, "total_charge": 1, "lumo_ev": -4.03}



10.
{"formula": "C4H10ClN4O5S2", "method": "wB97M-V/def2-TZVPD", "symbols": ["N", "C", "N", "N", "C", "S", "O", "O", "N", "S", "O", "O", "C", "C", "O", "Cl", "H", "H", "H", "H", "H", "H", "H", "H", "H", "H"], "positions_angstrom": [[3.58899, -1.24812, -0.42709], [2.68269, -0.10670, -0.25104], [3.01178, 0.88529, -1.34216], [2.97604, 0.54986, 1.01368], [1.17208, -0.50348, -0.44662], [0.16323, -0.57221, 1.05390], [0.60322, -1.69086, 1.85646], [0.17946, 0.65821, 1.80623], [-1.34839, -0.97608, 0.48974], [-2.40670, 0.26800, 0.61419], [-1.99605, 1.51679, -0.00910], [-2.83144, 0.39342, 1.98797], [-3.80378, -0.33002, -0.41649], [-5.11791, 0.44733, -0.21665], [-6.03651, 0.13316, -0.85495], [-5.34365, 1.77897, 0.94083], [4.20335, -1.01500, -1.20413], [4.19999, -1.34582, 0.38014], [2.70385, 0.46253, -2.22431], [2.36653, 1.66538, -1.19799], [2.70411, 1.53092, 0.96697], [3.97636, 0.57722, 1.19454], [0.71198, 0.11351, -1.23731], [1.17449, -1.53102, -0.85705], [-3.98605, -1.37919, -0.13399], [-3.54769, -0.28208, -1.48578]], "e_tot_ha": -2010.24326, "total_charge": -1, "lumo_ev": 3.10}



11.
{"formula": "C4H10ClNSi", "method": "wB97M-V/def2-TZVPD", "symbols": ["C", "C", "C", "C", "N", "Si", "Cl", "H", "H", "H", "H", "H", "H", "H", "H", "H", "H"], "positions_angstrom": [[-2.38484, 1.56970, -1.34164], [-2.42574, 1.36197, 0.02050], [1.25667, 0.00725, -0.91958], [1.25884, -0.99591, 0.29114], [0.74065, -0.41750, 1.48798], [-2.00749, -0.21375, 0.81444], [-2.27235, -2.02725, -0.03013], [-2.30368, 2.49479, -1.75564], [-2.32722, 0.77037, -2.04648], [-2.23633, 2.17292, 0.69668], [0.17390, -0.07932, -1.38314], [1.24332, 1.00016, -0.62546], [2.00593, -0.24439, -1.76500], [0.71245, -1.87232, 0.07648], [2.34648, -1.22601, 0.38123], [0.52049, 0.57766, 1.38641], [-2.81742, -0.40530, 2.02002]], "e_tot_ha": -962.72792, "e_above_lowest_ev": 4.836, "total_charge": 0, "lumo_ev": [-0.87, -0.62]}



12.
{"formula": "C4H10F2N", "method": "wB97M-V/def2-TZVPD", "symbols": ["C", "C", "C", "C", "N", "F", "F", "H", "H", "H", "H", "H", "H", "H", "H", "H", "H"], "positions_angstrom": [[-0.84714, 0.63916, 0.97498], [-0.96705, -0.12412, -1.25962], [0.50420, -1.17669, 0.27469], [1.02288, 1.02978, -0.56018], [-0.09421, 0.08017, -0.11782], [0.40913, 2.18930, -0.78083], [1.85199, 1.29187, 0.51295], [-1.87949, 0.44951, 0.57857], [-0.72922, 0.09512, 1.88673], [-0.71632, 1.73889, 1.09815], [-1.87452, -0.75806, -0.94692], [-1.24461, 0.82581, -1.77305], [-0.56228, -0.71438, -2.09748], [0.49108, -1.86265, -0.48050], [1.63240, -1.01888, 0.67189], [0.12246, -1.64422, 1.16312], [2.88069, -1.04061, 0.85533]], "e_tot_ha": -412.38222, "e_above_lowest_ev": 0.000, "total_charge": 1, "multiplicity": 3, "lumo_ev": [-2.78, -6.84]}